Below is a structure of composition C49H56Cl10F3N8NiO2 at a distorted geometry, with properties calculated with ωB97M-V/def2-TZVPD.

Results
* Kohn-Sham gap (alpha / beta): 0.3288 / 0.2966 hartree
* multiplicity: 3
* ⟨S²⟩: 2.0042
* charge: +1
* LUMO energy (alpha / beta): -2.3 / -3.1 eV
* HOMO energy (alpha / beta): -0.41270 / -0.41028 Ha

The geometry in XYZ format:
```
129
Properties=species:S:1:pos:R:3:mulliken_spin:R:1
Ni -11.8915 -16.5469 -15.9199 1.780
C -11.6779 -18.0130 -12.8974 0.012
O -12.4583 -16.9706 -12.3126 0.019
O -11.5930 -17.6623 -14.2086 0.045
C -10.3981 -18.2129 -12.0434 -0.006
F -10.7575 -18.7468 -10.8532 0.001
F -9.5951 -19.1192 -12.6417 0.001
F -9.7367 -17.0725 -11.8377 -0.001
C -13.2144 -17.2885 -11.1546 0.003
C -13.9415 -16.0232 -10.7583 0.000
H -14.1461 -15.4285 -11.6583 0.000
H -14.8498 -16.2265 -10.1968 0.000
H -13.3447 -15.2465 -10.2669 0.000
H -12.6701 -17.6098 -10.2583 0.000
H -13.9062 -18.1098 -11.3629 -0.001
H -12.3096 -18.9125 -12.9143 0.004
N -11.2256 -18.0748 -17.1935 0.064
C -11.3497 -19.3841 -16.9195 -0.005
C -11.0139 -20.4408 -17.7457 0.002
C -10.2483 -20.1086 -18.8681 -0.002
C -10.0476 -18.7544 -19.1716 0.001
C -10.5488 -17.8036 -18.3298 -0.009
H -11.8484 -19.4533 -15.9578 0.000
H -11.1208 -21.4478 -17.3711 0.001
H -9.7566 -20.8711 -19.4560 0.000
H -9.2111 -18.5426 -19.8247 0.000
H -10.1575 -16.7999 -18.4760 0.004
N -12.7238 -14.8786 -14.6680 0.031
C -12.3113 -14.3470 -13.5003 -0.007
C -12.9726 -13.3344 -12.8360 0.000
C -14.0969 -12.7520 -13.4052 -0.001
C -14.4648 -13.2104 -14.6470 -0.001
C -13.7622 -14.2525 -15.2320 0.014
H -11.4524 -14.7700 -12.9940 0.002
H -12.5700 -12.9719 -11.9019 0.000
H -14.6394 -11.9439 -12.9317 0.000
H -15.3597 -12.8206 -15.1132 0.000
H -14.1715 -14.5905 -16.1790 -0.004
N -9.9024 -13.3163 -11.1704 0.000
C -8.9067 -13.9283 -11.8275 0.000
C -8.0748 -13.3000 -12.7424 0.000
C -8.4800 -12.0242 -13.1557 0.000
C -9.5840 -11.4246 -12.5933 0.000
C -10.2641 -12.1089 -11.5738 0.000
H -8.6175 -14.8986 -11.4367 0.000
H -7.1551 -13.6798 -13.1605 0.000
H -7.9256 -11.4378 -13.8792 0.000
H -9.8184 -10.3835 -12.7711 0.000
H -11.0943 -11.6286 -11.0684 0.000
N -7.2493 -20.6142 -17.2628 0.000
C -7.6537 -21.8893 -17.3139 0.000
C -8.5193 -22.4247 -16.3605 0.000
C -8.9258 -21.6010 -15.3292 0.000
C -8.5767 -20.2701 -15.3236 0.000
C -7.7926 -19.7941 -16.3701 0.000
H -7.2140 -22.4951 -18.0952 0.000
H -8.6616 -23.4915 -16.2369 0.000
H -9.5033 -21.9111 -14.4656 0.000
H -8.8834 -19.6249 -14.5115 0.000
H -7.3664 -18.7957 -16.3410 0.000
N -13.9275 -17.3562 -16.0677 0.039
C -14.7461 -17.4099 -14.9871 -0.016
C -15.9245 -18.1137 -14.9296 0.002
C -16.2893 -18.8861 -16.0383 -0.002
C -15.4684 -18.8513 -17.1518 0.000
C -14.3623 -18.0151 -17.1520 0.002
H -14.2759 -16.9109 -14.1447 0.009
H -16.4946 -18.0557 -14.0129 0.001
H -17.2144 -19.4412 -15.9623 0.000
H -15.8522 -19.2485 -18.0819 0.000
H -13.8010 -17.8856 -18.0685 -0.001
N -5.7001 -15.2651 -11.3979 0.000
C -6.1685 -16.5011 -11.5989 0.000
C -6.8927 -17.2439 -10.6900 0.000
C -7.1744 -16.6446 -9.4749 0.000
C -6.6241 -15.4002 -9.1785 0.000
C -5.9053 -14.7460 -10.1698 0.000
H -5.9578 -16.8587 -12.6032 0.000
H -7.2037 -18.2750 -10.7918 0.000
H -7.7088 -17.1274 -8.6667 0.000
H -6.8189 -14.9375 -8.2230 0.000
H -5.4701 -13.7607 -10.0589 0.000
N -13.6081 -23.1047 -17.1224 0.000
C -14.1526 -21.9465 -16.7134 0.000
C -13.7798 -21.2546 -15.5769 0.001
C -12.8567 -21.8979 -14.7679 0.000
C -12.3425 -23.1235 -15.1208 0.000
C -12.7198 -23.7011 -16.3155 0.000
H -14.8350 -21.5426 -17.4525 0.000
H -14.1392 -20.2546 -15.3927 -0.001
H -12.6165 -21.4410 -13.8127 0.000
H -11.6497 -23.5762 -14.4213 0.000
H -12.3994 -24.6929 -16.6068 0.000
N -9.9319 -15.6436 -15.7325 0.029
C -8.8782 -16.1260 -15.0528 -0.014
C -7.6241 -15.5450 -15.0215 0.000
C -7.4336 -14.3921 -15.7848 -0.002
C -8.5129 -13.8235 -16.4257 -0.006
C -9.7028 -14.5189 -16.4370 -0.001
H -8.9945 -17.0913 -14.5730 0.006
H -6.8413 -15.9596 -14.4045 0.001
H -6.4145 -14.0554 -15.9319 0.000
H -8.3083 -12.9352 -17.0075 -0.001
H -10.6215 -14.0711 -16.8058 0.006
C -17.2024 -14.0465 -11.7333 0.000
Cl -18.1690 -12.6181 -11.3874 0.000
Cl -17.4953 -14.7301 -13.3692 0.000
H -16.1192 -14.0327 -11.6124 0.000
H -17.4555 -14.7573 -10.9485 0.000
C -10.1475 -21.0275 -9.1520 0.000
Cl -11.2909 -21.8054 -8.0404 0.000
Cl -8.6159 -21.9254 -9.1800 0.000
H -10.5773 -20.9375 -10.1410 0.000
H -9.9519 -20.0218 -8.7945 0.000
C -14.4937 -20.5317 -9.8045 0.000
Cl -15.9858 -21.1803 -9.0679 0.000
Cl -14.4856 -20.8678 -11.5436 0.000
H -14.6159 -19.4604 -9.6756 0.000
H -13.6444 -20.8773 -9.2257 0.000
C -10.3010 -15.4035 -8.8081 0.000
Cl -9.5591 -14.3071 -7.6310 0.000
Cl -10.4987 -17.0546 -8.1152 0.000
H -11.2582 -15.0405 -9.1630 0.000
H -9.6847 -15.5298 -9.6898 0.000
C -18.2086 -17.9412 -9.7727 0.000
Cl -16.8987 -18.0789 -10.9707 0.000
Cl -19.2885 -16.6177 -10.2230 0.000
H -18.7378 -18.8799 -9.9009 0.000
H -17.8999 -17.8528 -8.7377 0.000
```



Below is an isolated molecule of C2H3NO2 at a distorted geometry, with properties calculated with ωB97M-V/def2-TZVPD.

Results
* SMILES string: O=CCN=O
* Kohn-Sham gap: 0.3281 hartree
* energy above the lowest of the compared OMol25 structures with the same formula, charge and spin: 89.8 kcal/mol
* charge: 0
* LUMO energy: -0.6 eV
* HOMO energy: -0.34842 Ha

The geometry in XYZ format:
```
8
Properties=species:S:1:pos:R:3:mulliken_charge:R:1
O 0.1809 1.7943 0.1389 -0.359
C 0.6530 0.8202 -0.2759 0.042
C 0.1536 -0.5617 0.1952 -0.352
N -1.1562 -0.8502 -0.3993 0.008
O -2.1128 -0.4246 0.2091 -0.274
H 1.4818 0.7899 -1.1543 0.240
H 0.8300 -1.2600 0.0329 0.396
H -0.0302 -0.3080 1.2534 0.299
```



Below is a cluster of 5 separate species, C26H29Cl8F9O5S2 in total, with properties calculated with ωB97M-V/def2-TZVPD.

Results
* SMILES string: CC(=O)OC(=O)CC1=CC(=O)c2c(CCC(F)(F)C(F)(F)S(F)(F)(F)(F)F)cc(S)cc2C1=O.ClCCCl.ClCCCl.ClCCCl.ClCCCl
* Kohn-Sham gap: 0.2998 hartree
* energy above the lowest of the compared OMol25 structures with the same formula, charge and spin: 0.0 kcal/mol
* charge: 0
* LUMO energy: -1.4 eV
* HOMO energy: -0.35072 Ha

The geometry in XYZ format:
```
79
Properties=species:S:1:pos:R:3:mulliken_charge:R:1
C 0.3216 -2.2342 0.1193 -1.428
C 1.7225 -2.1523 0.6222 0.981
O 2.2497 -2.8410 1.4360 -0.429
O 2.4542 -1.1429 -0.0408 -0.176
C 2.5916 0.0258 0.6361 0.560
O 2.3222 0.1420 1.7985 -0.643
C 3.0949 1.1128 -0.2729 -0.558
C 2.1507 2.2874 -0.3234 0.404
C 1.2959 2.6676 0.6286 -0.439
C 0.4283 3.8567 0.4169 -0.098
O 0.0863 4.5602 1.3424 -0.589
C 0.0217 4.1134 -0.9930 1.156
C -1.2144 4.6475 -1.3507 0.604
C -2.3173 4.9761 -0.3700 -1.436
C -2.7358 3.8684 0.5944 -1.484
C -3.2026 2.5591 0.0084 1.213
F -2.1691 1.9283 -0.6171 -0.313
F -3.6045 1.7681 1.0338 -0.321
C -4.3589 2.6721 -1.0288 0.396
F -3.8608 3.1749 -2.1585 -0.234
F -5.2606 3.5343 -0.5409 -0.298
S -5.3110 1.0707 -1.4658 1.458
F -5.9536 1.0754 -0.0196 -0.296
F -6.5183 1.9381 -2.0141 -0.323
F -4.6982 1.0205 -2.9212 -0.298
F -4.1230 0.1642 -0.9541 -0.258
F -6.1367 -0.2335 -1.7949 -0.307
C -1.4611 4.8485 -2.7064 -0.848
C -0.5168 4.5561 -3.6821 -0.426
S -0.8948 4.9436 -5.3698 -0.245
C 0.7091 4.0215 -3.3113 -0.656
C 0.9578 3.7794 -1.9731 0.567
C 2.2284 3.1166 -1.5673 -0.293
O 3.2492 3.1944 -2.2098 -0.598
H 0.3494 -2.2603 -0.9705 0.379
H -0.2019 -1.3164 0.3929 0.243
H -0.1637 -3.1123 0.5251 0.382
H 3.2154 0.7146 -1.2772 0.397
H 4.0822 1.4330 0.0656 0.316
H 1.2212 2.1581 1.5788 0.698
H -3.1801 5.3186 -0.9398 0.479
H -2.0042 5.8209 0.2440 0.549
H -3.5468 4.2431 1.2183 0.452
H -1.9327 3.5800 1.2678 0.601
H -2.4233 5.2435 -3.0020 0.421
H -0.8520 3.6999 -5.8627 0.169
H 1.4499 3.7877 -4.0628 0.567
Cl -0.8383 -2.3733 3.2922 -0.127
C -0.3413 -3.4400 4.6299 -0.507
C 0.2988 -4.7027 4.1136 -0.249
Cl -0.8737 -5.7517 3.2737 -0.194
H -1.2208 -3.6493 5.2327 0.374
H 0.3796 -2.8873 5.2295 0.269
H 0.7027 -5.2751 4.9468 0.355
H 1.0990 -4.4756 3.4133 0.090
Cl 5.5888 0.7468 6.0341 -0.201
C 4.7161 0.5598 4.4891 -0.386
C 4.5590 -0.8833 4.0923 0.298
Cl 6.1165 -1.6364 3.6484 -0.206
H 5.2605 1.1202 3.7336 0.300
H 3.7319 1.0057 4.6195 0.266
H 3.9119 -0.9486 3.2202 -0.408
H 4.1249 -1.4707 4.8969 0.348
Cl -2.7305 -2.4443 -2.8081 -0.151
C -4.3609 -3.1504 -2.9585 -0.263
C -4.4198 -4.5578 -2.4247 -0.457
Cl -3.4932 -5.6993 -3.4327 -0.192
H -4.6397 -3.1127 -4.0082 0.377
H -5.0366 -2.5156 -2.3888 0.051
H -5.4528 -4.9010 -2.4205 0.314
H -4.0235 -4.6130 -1.4142 0.322
Cl 4.3458 -3.0679 -2.1431 -0.195
C 4.7031 -3.9717 -0.6435 -0.128
C 5.2881 -5.3294 -0.9299 -0.490
Cl 4.0978 -6.4275 -1.6761 -0.196
H 3.7833 -4.0506 -0.0728 0.020
H 5.4166 -3.3768 -0.0758 0.298
H 5.6064 -5.7896 0.0037 0.340
H 6.1401 -5.2609 -1.6010 0.328
```



Below is a cluster of 2 separate species, C26H20F11OSi in total at a distorted geometry, with properties calculated with ωB97M-V/def2-TZVPD.

Results
* Kohn-Sham gap: 0.1636 hartree
* energy above the lowest of the compared OMol25 structures with the same formula, charge and spin: 0.0 kcal/mol
* charge: +1
* LUMO energy: -6.6 eV
* HOMO energy: -0.40484 Ha

The geometry in XYZ format:
```
59
Properties=species:S:1:pos:R:3:mulliken_charge:R:1
C -2.8928 1.8047 -1.4101 -0.944
Si -2.9008 0.1270 -2.2469 0.273
C -2.7024 -1.2454 -0.9850 -0.762
C -4.4686 -0.1058 -3.2561 -1.026
O -1.5810 0.1212 -3.2883 -0.516
C -0.5715 -0.8251 -3.2224 0.898
C 0.5707 -0.4873 -2.6016 -1.067
C -0.7648 -2.1513 -3.8443 -0.255
C 0.1088 -3.2046 -3.5587 0.088
F 1.0700 -3.0751 -2.6293 -0.299
C -0.0476 -4.4395 -4.1687 0.257
F 0.8212 -5.4306 -3.9108 -0.291
C -1.1046 -4.6597 -5.0331 0.610
F -1.2688 -5.8612 -5.6067 -0.271
C -2.0040 -3.6395 -5.2956 0.432
F -3.0522 -3.8639 -6.1059 -0.283
C -1.8414 -2.3959 -4.7033 0.108
F -2.7719 -1.4602 -4.9464 -0.344
H -3.7064 1.9054 -0.6983 0.292
H -1.9503 1.9439 -0.8893 0.234
H -2.9846 2.5833 -2.1616 0.330
H -3.5126 -1.2151 -0.2620 0.437
H -2.7084 -2.2110 -1.4826 0.376
H -1.7566 -1.1316 -0.4633 0.030
H -5.3527 -0.0544 -2.6273 0.371
H -4.5295 0.6623 -4.0220 0.349
H -4.4439 -1.0721 -3.7529 0.263
H 1.4092 -1.1504 -2.5341 0.388
H 0.6614 0.4858 -2.1676 0.328
F 7.4752 2.5557 3.0163 -0.239
C 7.2178 1.2369 3.1051 0.898
F 7.9066 0.5635 2.1633 -0.238
F 7.5369 0.7854 4.3333 -0.217
C 5.7360 1.0106 2.8794 0.293
C 5.2924 -0.1718 2.3206 -0.844
C 3.9498 -0.3927 2.1435 -0.784
C 2.9919 0.5747 2.5208 0.986
C 1.6228 0.2469 2.3602 -0.020
C 0.4268 0.9226 2.7067 0.991
C 0.3513 2.1322 3.4312 -0.347
C -0.8544 2.7477 3.6475 -1.165
C -2.0316 2.1672 3.2148 0.388
C -3.3621 2.8327 3.5002 0.858
F -4.2620 2.4005 2.5957 -0.216
F -3.7459 2.4967 4.7467 -0.228
F -3.2088 4.1668 3.4070 -0.246
C -1.9948 0.9443 2.5744 -0.685
C -0.7961 0.3349 2.3140 -0.799
C 3.4810 1.7996 3.0243 -0.339
C 4.8235 1.9869 3.2312 -1.007
H 6.0239 -0.9060 2.0244 0.471
H 3.6191 -1.3206 1.7079 0.448
H 1.4591 -0.7084 1.8916 0.380
H 1.2201 2.5484 3.8998 0.374
H -0.9137 3.6908 4.1645 0.490
H -2.9296 0.4852 2.2970 0.542
H -0.7833 -0.6192 1.8147 0.411
H 2.8260 2.6333 3.1784 0.365
H 5.1985 2.9013 3.6595 0.475
```